Density functional theory data (wB97M-V/def2-TZVPD) for a cluster of 12 separate species, C17H58N14O12 in total in a non-equilibrium geometry.

As for the highest occupied orbital energy: -8.51 eV. As for the structure (SMILES): NC(N)=O.NC(N)=O.NC(N)=O.NC(N)=O.NC(N)=O.NC(N)=O.NC(N)=O.CCO.CCO.CCO.CCO.CCO. The calculation puts the total energy at -63997.6234 eV. The max |F| comes out at 10.6 eV/A. For the frontier orbital gap, the calculation gives 8.423 eV.

Last column: Löwdin charge in e.
Atoms and positions in Å:
1 C -1.03 3.15 1.56  -0.082
2 C -2.50 2.70 1.33  -0.306
3 O -3.23 3.88 1.59  -0.058
4 H -0.49 2.23 1.53  0.024
5 H -0.80 3.77 2.44  0.089
6 H -0.72 3.71 0.69  0.045
7 H -2.63 1.78 2.00  0.113
8 H -2.63 2.41 0.27  0.092
9 H -4.15 3.67 1.61  0.059
10 C -1.29 3.89 -2.01  -0.062
11 C -2.15 3.76 -3.28  -0.336
12 O -1.35 3.34 -4.33  -0.048
13 H -0.43 4.58 -2.13  0.089
14 H -0.95 2.93 -1.75  0.024
15 H -1.90 4.32 -1.23  0.070
16 H -2.56 4.71 -3.50  0.097
17 H -2.94 3.01 -3.10  0.074
18 H -1.89 3.32 -5.10  0.071
19 C 3.78 1.81 -0.30  -0.052
20 C 2.41 2.49 -0.27  -0.270
21 O 1.56 1.93 -1.28  -0.152
22 H 4.48 2.26 0.41  0.089
23 H 4.18 1.98 -1.34  0.101
24 H 3.61 0.84 -0.05  0.014
25 H 2.40 3.58 -0.30  0.116
26 H 1.85 2.30 0.64  0.076
27 H 1.71 2.43 -2.12  0.146
28 C 3.05 -2.79 0.05  -0.089
29 C 3.39 -4.08 -0.72  -0.337
30 O 2.55 -4.34 -1.75  -0.076
31 H 2.01 -2.58 0.32  0.065
32 H 3.51 -1.92 -0.34  0.033
33 H 3.60 -2.92 1.02  0.056
34 H 3.28 -4.97 -0.04  0.121
35 H 4.45 -4.03 -1.09  0.123
36 H 2.21 -3.56 -2.16  0.019
37 C -4.55 -0.24 1.42  -0.068
38 C -4.62 -1.67 0.91  -0.318
39 O -3.65 -1.79 -0.08  -0.104
40 H -5.52 -0.07 1.93  0.095
41 H -4.47 0.46 0.60  0.076
42 H -3.68 -0.10 2.02  0.041
43 H -5.60 -1.87 0.56  0.099
44 H -4.41 -2.43 1.69  0.120
45 H -3.66 -2.73 -0.37  0.126
46 C -3.56 0.39 -3.46  -0.577
47 O -2.80 0.77 -2.34  -0.153
48 N -4.58 1.02 -3.92  0.155
49 N -3.21 -0.63 -4.21  0.142
50 H -4.87 1.89 -3.42  0.135
51 H -5.24 0.67 -4.60  0.122
52 H -2.44 -1.21 -3.80  0.032
53 H -3.40 -0.83 -5.26  0.169
54 C 1.53 -1.11 -3.03  -0.659
55 O 1.90 -2.16 -3.88  -0.136
56 N 2.37 -0.44 -2.30  0.148
57 N 0.46 -0.43 -3.08  0.164
58 H 3.34 -0.87 -2.19  0.143
59 H 2.11 0.39 -1.72  0.066
60 H -0.28 -1.00 -3.60  0.117
61 H 0.25 -0.09 -2.12  0.070
62 C 4.89 -0.28 2.73  -0.600
63 O 5.34 0.87 3.46  -0.204
64 N 5.64 -1.26 2.35  0.146
65 N 3.65 -0.50 2.43  0.161
66 H 6.63 -1.32 2.52  0.107
67 H 5.29 -2.22 2.09  0.132
68 H 2.94 0.22 2.75  0.064
69 H 3.24 -1.29 1.90  0.067
70 C 0.38 -1.98 3.42  -0.651
71 O 1.54 -2.62 3.01  -0.110
72 N 0.37 -1.17 4.39  0.201
73 N -0.77 -2.35 3.00  0.131
74 H 1.30 -0.91 4.77  0.155
75 H -0.41 -0.54 4.60  0.117
76 H -0.80 -3.16 2.38  0.153
77 H -1.65 -2.14 3.52  0.175
78 C -0.34 -0.21 0.50  -0.506
79 O 0.87 -0.03 1.27  -0.161
80 N -1.14 -1.18 0.78  0.107
81 N -0.67 0.44 -0.60  0.160
82 H -0.95 -1.65 1.77  0.046
83 H -2.19 -1.24 0.50  0.103
84 H -0.17 1.29 -0.84  0.068
85 H -1.60 0.38 -1.10  0.095
86 C -0.95 -3.33 -2.46  -0.590
87 O -1.55 -2.37 -3.26  -0.161
88 N -0.74 -4.52 -2.82  0.175
89 N -0.74 -3.18 -1.17  0.171
90 H -0.89 -4.78 -3.81  0.146
91 H -0.38 -5.34 -2.24  0.171
92 H -0.96 -2.27 -0.65  0.088
93 H -0.07 -3.82 -0.70  0.123
94 C 1.12 1.97 4.17  -0.607
95 O -0.24 1.69 4.20  -0.139
96 N 1.90 1.49 3.26  0.117
97 N 1.84 2.66 4.99  0.166
98 H 1.46 0.99 2.50  0.037
99 H 2.69 2.08 3.00  0.128
100 H 1.45 3.34 5.68  0.150
101 H 2.83 2.73 4.74  0.126

Density functional theory data (wB97M-V/def2-TZVPD) for a cluster of 12 separate species, C17H58O12 in total in a non-equilibrium geometry.

As for the highest occupied orbital energy: -9.89 eV. As for the structure (SMILES): CC(C)O.CC(C)O.CC(C)O.CCO.CCO.CCO.CCO.O.O.O.O.O. The calculation puts the total energy at -43138.6876 eV. The max |F| comes out at 3.1 eV/A. For the frontier orbital gap, the calculation gives 10.457 eV.

Last column: Löwdin charge in e.
Atoms and positions in Å:
1 O 4.09 0.36 3.82  -0.122
2 H 3.28 0.60 3.26  0.029
3 H 4.07 1.16 4.44  0.057
4 O 1.35 -0.88 -0.05  -0.043
5 H 2.17 -0.84 -0.56  0.038
6 H 0.56 -0.74 -0.58  0.024
7 O -3.08 1.09 -1.91  -0.068
8 H -2.68 1.91 -1.68  -0.010
9 H -3.90 1.06 -1.31  0.055
10 O 0.73 1.85 -1.68  -0.059
11 H -0.06 1.31 -1.80  0.003
12 H 0.88 1.88 -0.71  0.046
13 O 2.96 -0.33 -2.32  -0.078
14 H 3.76 0.08 -2.65  0.046
15 H 2.28 0.40 -2.24  0.044
16 C 1.61 -4.92 -0.66  -0.061
17 C 1.87 -5.36 -2.11  -0.478
18 C 0.82 -6.44 -2.32  -0.074
19 O 1.62 -4.32 -3.07  -0.052
20 H 1.83 -5.69 0.11  0.094
21 H 0.57 -4.75 -0.69  0.053
22 H 2.15 -3.99 -0.41  0.076
23 H 2.86 -5.69 -2.22  0.113
24 H 0.64 -6.73 -3.36  0.074
25 H -0.20 -6.11 -1.93  0.100
26 H 1.18 -7.29 -1.71  0.084
27 H 2.18 -3.58 -2.78  0.077
28 C 2.66 4.45 0.07  -0.055
29 C 1.82 4.31 1.35  -0.397
30 C 0.76 5.40 1.44  -0.053
31 O 0.98 3.09 1.10  -0.129
32 H 3.37 5.24 0.28  0.074
33 H 2.08 4.80 -0.80  0.091
34 H 3.19 3.56 -0.12  0.054
35 H 2.46 4.20 2.23  0.136
36 H 0.13 5.25 0.54  0.057
37 H 1.13 6.41 1.43  0.070
38 H 0.14 5.34 2.33  0.080
39 H 1.33 2.26 1.55  0.066
40 C 0.15 1.37 4.07  -0.071
41 C 0.60 0.18 3.33  -0.497
42 C -0.58 -0.66 2.73  -0.038
43 O 1.49 0.53 2.28  -0.134
44 H -0.58 1.93 3.49  0.084
45 H 0.93 2.09 4.26  0.079
46 H -0.32 1.11 5.00  0.079
47 H 1.20 -0.44 4.06  0.140
48 H -1.10 -1.09 3.63  0.091
49 H -0.18 -1.47 2.16  0.044
50 H -1.32 -0.05 2.14  0.099
51 H 1.33 -0.03 1.44  0.073
52 C -5.43 -1.25 -0.59  -0.103
53 C -6.05 -0.18 0.27  -0.292
54 O -5.41 1.06 -0.15  -0.119
55 H -5.68 -1.04 -1.69  0.111
56 H -5.89 -2.26 -0.39  0.087
57 H -4.35 -1.34 -0.41  0.074
58 H -5.90 -0.30 1.33  0.101
59 H -7.15 -0.15 0.09  0.118
60 H -5.95 1.85 0.01  0.103
61 C -1.57 5.13 -3.07  -0.069
62 C -1.87 4.88 -1.58  -0.318
63 O -1.81 3.57 -1.10  -0.111
64 H -2.06 6.01 -3.38  0.051
65 H -2.02 4.23 -3.57  0.088
66 H -0.48 5.15 -3.27  0.081
67 H -2.84 5.26 -1.25  0.111
68 H -1.07 5.42 -0.97  0.103
69 H -0.90 3.23 -0.94  0.078
70 C -1.42 -1.38 -4.17  -0.076
71 C -0.39 -0.84 -3.19  -0.298
72 O -1.00 -0.63 -1.89  -0.124
73 H -1.62 -2.44 -3.99  0.074
74 H -1.06 -1.20 -5.20  0.079
75 H -2.39 -0.78 -4.02  0.098
76 H 0.11 0.14 -3.57  0.130
77 H 0.43 -1.53 -3.06  0.087
78 H -1.81 -0.15 -2.05  0.006
79 C 3.02 -3.11 2.74  -0.076
80 C 2.04 -4.12 3.34  -0.270
81 O 0.76 -3.45 3.53  -0.090
82 H 3.86 -3.66 2.49  0.041
83 H 3.26 -2.32 3.54  0.099
84 H 2.65 -2.54 1.88  0.058
85 H 2.46 -4.37 4.30  0.095
86 H 1.91 -5.03 2.73  0.102
87 H 0.39 -3.67 4.37  0.060

Density functional theory data (wB97M-V/def2-TZVPD) for a cluster of 15 separate species, C17H61F3N26O16 in total in a non-equilibrium geometry.

As for the highest occupied orbital energy: -9.15 eV. The calculation puts the total energy at -98286.0895 eV. The max |F| comes out at 3.0 eV/A. For the frontier orbital gap, the calculation gives 8.901 eV.

Last column: Löwdin charge in e.
Atoms and positions in Å:
1 O 3.19 -2.45 3.35  0.172
2 H 3.92 -2.52 2.66  0.110
3 H 2.58 -3.26 3.51  0.091
4 H 2.57 -1.69 3.11  0.113
5 C 0.79 -0.89 0.83  -0.437
6 O 0.63 0.39 0.24  -0.117
7 O 1.31 -0.79 2.06  -0.198
8 C -0.61 -1.54 0.71  -0.418
9 F -1.36 -1.42 1.88  0.085
10 F -1.40 -0.82 -0.21  0.064
11 F -0.48 -2.83 0.35  0.122
12 C 1.79 0.96 -0.30  -0.262
13 C 1.54 2.41 -0.64  -0.060
14 H 2.07 2.80 -1.51  0.065
15 H 0.52 2.35 -1.07  0.046
16 H 1.37 3.16 0.12  0.075
17 H 2.10 0.35 -1.16  0.103
18 H 2.65 0.97 0.37  0.088
19 H 1.40 -1.43 0.08  0.143
20 C 0.98 -5.94 -0.15  -0.637
21 O 1.71 -6.90 -0.40  0.000
22 N -0.07 -5.51 -0.94  0.162
23 N 1.09 -5.23 1.04  0.150
24 H -0.44 -6.07 -1.68  0.112
25 H -0.58 -4.72 -0.63  0.026
26 H 1.86 -5.49 1.63  0.083
27 H 0.40 -4.56 1.30  0.057
28 C 4.80 -2.62 0.05  -0.579
29 O 4.72 -2.03 1.15  -0.004
30 N 4.84 -3.99 -0.13  0.190
31 N 4.95 -1.88 -1.11  0.152
32 H 4.62 -4.65 0.59  0.111
33 H 4.90 -4.34 -1.06  0.094
34 H 5.27 -0.93 -1.02  0.115
35 H 4.91 -2.33 -2.00  0.087
36 C -2.04 -1.03 -4.67  -0.619
37 O -1.32 -1.44 -5.60  0.005
38 N -2.67 0.20 -4.81  0.151
39 N -2.06 -1.55 -3.40  0.129
40 H -2.31 0.78 -5.55  0.082
41 H -3.23 0.76 -4.17  0.056
42 H -1.82 -2.54 -3.37  0.079
43 H -2.70 -1.28 -2.64  0.049
44 C -2.58 2.36 -1.95  -0.629
45 O -3.48 2.37 -2.79  -0.005
46 N -2.55 3.30 -0.93  0.169
47 N -1.60 1.38 -1.84  0.173
48 H -3.16 4.05 -0.72  0.097
49 H -1.82 3.07 -0.28  0.077
50 H -1.59 0.66 -2.54  0.059
51 H -1.24 1.11 -0.94  0.053
52 C -3.87 -4.28 -2.20  -0.626
53 O -3.63 -4.47 -3.39  0.029
54 N -2.85 -3.96 -1.30  0.154
55 N -5.16 -4.12 -1.72  0.155
56 H -3.14 -3.84 -0.35  0.084
57 H -1.95 -3.84 -1.73  0.062
58 H -5.39 -3.98 -0.76  0.078
59 H -5.87 -4.50 -2.32  0.103
60 C 0.50 -3.44 4.81  -0.582
61 O 1.27 -3.99 4.00  -0.018
62 N -0.02 -2.20 4.50  0.184
63 N 0.04 -3.99 5.97  0.172
64 H -0.69 -1.72 5.07  0.104
65 H 0.26 -1.78 3.62  0.052
66 H 0.58 -4.78 6.29  0.114
67 H -0.38 -3.46 6.71  0.104
68 C -5.11 -0.78 -1.14  -0.590
69 O -4.32 -0.71 -2.09  -0.004
70 N -6.49 -0.71 -1.32  0.165
71 N -4.70 -1.19 0.12  0.160
72 H -6.89 -0.71 -2.23  0.106
73 H -6.96 -0.62 -0.44  0.089
74 H -5.33 -1.54 0.82  0.090
75 H -3.73 -1.40 0.24  0.065
76 C 1.22 -3.02 -2.80  -0.631
77 O 0.53 -3.97 -3.19  0.008
78 N 0.83 -1.71 -2.79  0.185
79 N 2.53 -3.26 -2.41  0.158
80 H 1.44 -0.92 -2.80  0.084
81 H -0.13 -1.57 -3.09  0.049
82 H 2.84 -4.21 -2.44  0.096
83 H 3.01 -2.58 -1.87  0.030
84 C 0.91 5.53 4.04  -0.604
85 O 1.13 4.71 4.96  -0.031
86 N 0.21 5.16 2.91  0.172
87 N 1.56 6.77 3.97  0.138
88 H -0.03 4.18 2.93  0.077
89 H 0.06 5.70 2.08  0.044
90 H 1.07 7.52 3.52  0.089
91 H 2.05 7.03 4.82  0.092
92 C -0.16 6.02 -0.98  -0.644
93 O -0.28 6.44 0.17  -0.010
94 N -1.22 6.11 -1.85  0.158
95 N 0.99 5.50 -1.51  0.181
96 H -1.08 5.81 -2.80  0.064
97 H -1.95 6.74 -1.60  0.102
98 H 1.88 5.53 -1.07  0.110
99 H 0.86 4.97 -2.36  0.056
100 C 3.87 2.36 3.01  -0.622
101 O 4.76 3.20 2.81  -0.004
102 N 2.95 2.46 4.02  0.172
103 N 3.91 1.10 2.40  0.138
104 H 2.88 3.36 4.49  0.088
105 H 2.41 1.75 4.44  0.049
106 H 4.64 0.82 1.77  0.081
107 H 3.01 0.65 2.29  0.041
108 C -0.77 1.71 4.14  -0.641
109 O -1.19 2.43 5.04  0.028
110 N -1.55 1.45 3.02  0.158
111 N 0.31 0.84 4.25  0.142
112 H -2.34 2.02 2.80  0.092
113 H -1.26 0.71 2.41  0.050
114 H 0.96 1.07 4.98  0.080
115 H 0.72 0.36 3.44  0.050
116 C 0.16 4.01 -4.65  -0.648
117 O 0.54 5.20 -4.59  -0.020
118 N 1.02 2.96 -4.63  0.172
119 N -1.19 3.74 -4.74  0.179
120 H 1.97 3.15 -4.37  0.101
121 H 0.71 2.03 -4.83  0.097
122 H -1.58 2.82 -4.61  0.062
123 H -1.77 4.55 -4.74  0.102

Density functional theory data (wB97M-V/def2-TZVPD) for a cluster of 15 separate species, C17H61F3N26O16 in total in a non-equilibrium geometry.

As for the highest occupied orbital energy: -9.33 eV. The calculation puts the total energy at -98287.0002 eV. The max |F| comes out at 3.0 eV/A. For the frontier orbital gap, the calculation gives 8.577 eV.

Last column: Löwdin charge in e.
Atoms and positions in Å:
1 O -20.40 -22.72 34.35  0.242
2 H -20.66 -21.90 33.80  0.094
3 H -20.75 -22.66 35.26  0.170
4 H -19.44 -22.83 34.42  0.162
5 C -20.26 -20.15 31.92  -0.442
6 O -21.21 -19.56 31.04  -0.090
7 O -20.78 -20.44 33.12  -0.178
8 C -19.67 -21.32 31.10  -0.510
9 F -20.70 -22.14 30.76  0.118
10 F -18.97 -21.07 29.99  0.136
11 F -18.88 -22.06 31.91  0.129
12 C -21.26 -18.15 31.06  -0.239
13 C -21.77 -17.65 29.74  -0.066
14 H -22.36 -16.74 29.64  0.048
15 H -20.95 -17.55 29.01  0.056
16 H -22.47 -18.32 29.25  0.035
17 H -20.43 -17.56 31.45  0.118
18 H -22.04 -17.88 31.80  0.104
19 H -19.43 -19.42 32.02  0.140
20 C -21.02 -20.81 26.63  -0.676
21 O -22.15 -21.14 26.32  0.034
22 N -20.74 -19.56 27.17  0.154
23 N -19.89 -21.51 26.30  0.163
24 H -21.61 -19.12 27.41  0.074
25 H -19.93 -19.57 27.78  0.063
26 H -20.07 -22.36 25.80  0.103
27 H -19.00 -21.17 26.63  0.073
28 C -19.86 -13.05 31.48  -0.655
29 O -19.24 -13.18 30.44  0.018
30 N -20.75 -13.97 31.93  0.173
31 N -19.67 -11.97 32.31  0.172
32 H -21.05 -14.70 31.31  0.088
33 H -21.39 -13.73 32.66  0.079
34 H -19.07 -11.26 31.94  0.116
35 H -20.24 -11.94 33.14  0.086
36 C -16.59 -18.22 33.18  -0.688
37 O -16.00 -18.60 34.18  0.015
38 N -17.27 -17.04 33.08  0.164
39 N -16.62 -18.95 32.02  0.151
40 H -17.69 -16.76 32.21  0.063
41 H -17.34 -16.46 33.89  0.094
42 H -17.07 -18.46 31.25  0.031
43 H -16.00 -19.72 31.91  0.074
44 C -23.75 -23.82 32.72  -0.656
45 O -23.12 -23.59 33.74  0.013
46 N -24.65 -24.85 32.60  0.142
47 N -23.89 -22.93 31.68  0.176
48 H -24.94 -25.17 31.69  0.093
49 H -24.98 -25.47 33.31  0.098
50 H -23.23 -22.17 31.72  0.071
51 H -24.51 -23.14 30.92  0.085
52 C -24.97 -20.92 29.38  -0.682
53 O -25.37 -22.00 28.95  0.019
54 N -25.66 -20.10 30.23  0.152
55 N -23.74 -20.40 29.12  0.185
56 H -25.25 -19.19 30.40  0.046
57 H -26.63 -20.33 30.37  0.112
58 H -23.45 -19.51 29.45  0.035
59 H -23.01 -21.01 28.79  0.093
60 C -15.99 -20.64 28.58  -0.640
61 O -16.79 -20.31 27.70  -0.012
62 N -14.66 -20.69 28.29  0.159
63 N -16.29 -21.10 29.81  0.174
64 H -14.35 -20.45 27.37  0.109
65 H -13.97 -20.94 28.97  0.099
66 H -15.53 -21.47 30.35  0.104
67 H -17.24 -21.21 30.16  0.067
68 C -24.63 -16.17 30.73  -0.666
69 O -24.85 -17.26 30.22  0.023
70 N -24.77 -15.89 32.06  0.185
71 N -24.39 -15.06 29.95  0.157
72 H -24.85 -16.63 32.73  0.100
73 H -24.48 -14.96 32.28  0.085
74 H -24.08 -14.18 30.32  0.093
75 H -24.26 -15.33 28.99  0.098
76 C -19.42 -25.51 29.41  -0.689
77 O -18.63 -26.37 29.07  0.023
78 N -20.08 -25.53 30.61  0.154
79 N -19.70 -24.41 28.65  0.157
80 H -19.83 -26.35 31.14  0.101
81 H -20.73 -24.85 30.95  0.081
82 H -19.23 -24.46 27.76  0.096
83 H -20.09 -23.58 29.05  0.062
84 C -21.65 -12.72 27.51  -0.679
85 O -21.21 -11.63 27.77  0.045
86 N -22.53 -12.95 26.47  0.142
87 N -21.31 -13.85 28.20  0.156
88 H -22.58 -12.25 25.74  0.101
89 H -22.86 -13.85 26.17  0.089
90 H -21.96 -14.62 28.20  0.071
91 H -20.78 -13.70 29.05  0.047
92 C -20.76 -15.42 35.53  -0.658
93 O -19.71 -16.02 35.70  0.027
94 N -20.89 -14.10 35.85  0.149
95 N -21.87 -15.95 34.92  0.167
96 H -21.68 -13.50 35.73  0.092
97 H -20.13 -13.76 36.42  0.109
98 H -22.75 -15.52 35.16  0.097
99 H -21.83 -16.91 34.63  0.063
100 C -24.18 -19.31 33.88  -0.674
101 O -25.35 -19.05 34.16  0.003
102 N -23.75 -19.93 32.75  0.189
103 N -23.14 -18.86 34.67  0.143
104 H -22.75 -20.04 32.67  0.048
105 H -24.33 -20.31 32.02  0.064
106 H -22.17 -18.97 34.41  0.063
107 H -23.50 -18.29 35.41  0.092
108 C -18.27 -16.91 28.91  -0.658
109 O -17.81 -17.30 29.99  -0.002
110 N -18.86 -15.70 28.78  0.172
111 N -18.22 -17.60 27.76  0.179
112 H -18.99 -15.07 29.56  0.059
113 H -19.03 -15.37 27.85  0.094
114 H -18.46 -17.22 26.87  0.110
115 H -17.72 -18.48 27.81  0.064
116 C -18.75 -19.56 36.37  -0.675
117 O -18.50 -20.74 36.64  -0.014
118 N -19.25 -19.15 35.19  0.177
119 N -18.55 -18.56 37.28  0.163
120 H -19.29 -18.15 35.03  0.058
121 H -19.30 -19.73 34.37  0.066
122 H -18.21 -18.74 38.20  0.100
123 H -18.74 -17.60 37.03  0.062